Formula: C22H28Br6N4O8
Source: OMol25
Level of theory: ωB97M-V/def2-TZVPD

HOMO energy, eV: -6.50
LUMO, eV: -0.742
Multiplicity: 1
E, eV: -465812.8922
HOMO-LUMO gap, eV: 5.756

Each line ends with the Mulliken charge.
Element x y z (Å)
C 1.4529 1.7748 -2.3266  -0.23
Br 2.1039 3.2701 -1.2432  -0.19
Br 1.2502 2.1411 -4.1775  -0.07
Br -0.3893 1.2760 -1.6596  0.38
H 2.1517 0.9410 -2.2596  0.34
C 1.4362 -0.1953 0.6604  -0.74
Br 2.2563 1.1773 -0.4656  0.10
Br 0.9521 -1.7054 -0.4473  0.50
Br -0.2663 0.4671 1.3405  1.91
H 2.0900 -0.4066 1.5066  1.14
C -1.0076 -0.6524 -0.7178  0.99
C -0.8107 -1.4495 -1.7793  -1.34
C -1.8715 -2.2452 -2.2233  -0.08
C -3.1538 -2.1820 -1.7304  -1.14
C -3.3924 -1.4511 -0.5811  -0.95
C -2.3100 -0.6043 -0.1592  0.43
O -2.5720 0.2088 0.8787  0.03
O -1.5726 -3.0843 -3.2267  -0.53
H -0.3192 0.0744 -0.3126  -1.00
H 0.1633 -1.5054 -2.2425  0.50
H -3.8235 -2.9051 -2.1721  0.35
H -4.2866 -1.4411 0.0244  0.50
H -3.3834 -0.0574 1.3172  0.47
H -2.0254 -3.9231 -3.1130  0.32
C 4.6465 -2.8229 -2.5862  -0.68
C 3.7149 -2.7146 -3.5939  -0.69
C 2.3883 -2.6136 -3.2841  0.62
C 1.9705 -2.5261 -1.9612  -0.57
C 2.9532 -2.5547 -0.9377  -1.00
C 4.2926 -2.7228 -1.2666  0.10
O 5.1694 -2.8802 -0.2415  -0.62
O 1.5162 -2.4534 -4.2939  -0.65
H 5.6739 -3.0649 -2.8148  0.40
H 3.9978 -2.7923 -4.6333  0.46
H 0.9206 -2.5632 -1.7109  1.08
H 2.6217 -2.6737 0.0832  1.08
H 4.8304 -2.4453 0.5444  0.30
H 0.5963 -2.2166 -4.1546  0.32
C -3.5031 2.3967 3.3673  -1.13
C -3.6257 3.2658 2.2903  -1.01
C -2.8818 3.0203 1.1996  -0.68
C -2.0585 1.8930 1.0764  2.17
C -1.9036 1.0459 2.1982  -0.70
C -2.6665 1.2819 3.3612  0.99
O -2.6594 0.4210 4.4071  -0.66
O -2.9534 3.8552 0.0728  -0.91
H -4.1816 2.4910 4.2022  0.38
H -4.3177 4.0941 2.2505  0.50
H -1.6990 1.5930 0.1032  -0.31
H -1.3120 0.1433 2.2418  -0.88
H -2.1390 -0.3384 4.1349  0.27
H -2.3036 3.5200 -0.5493  1.09
C 1.8295 -1.3712 2.9823  0.16
O 2.2896 -2.4934 2.9458  -0.71
N 0.5756 -1.0765 3.0292  -0.08
N 2.4921 -0.2785 3.1843  -0.36
H 0.0150 -1.7830 3.4837  0.17
H 0.3514 -0.0948 3.1074  0.59
H 1.9507 0.5407 3.4211  0.27
H 3.4807 -0.4848 3.1898  0.22
C -0.7161 3.3081 -0.2427  0.04
O -1.6797 2.8268 -0.7955  -0.86
N 0.0565 2.5941 0.4932  0.17
N -0.4178 4.5439 -0.2727  -0.19
H -0.0871 1.5944 0.4958  -1.54
H 0.8594 2.9800 0.9692  0.60
H 0.4460 4.8985 0.1122  0.22
H -1.2053 5.1347 -0.4985  0.32

***

Formula: C16H31BO10S
Source: OMol25
Level of theory: ωB97M-V/def2-TZVPD

SMILES: C=C[C@@]1(CC)C[C@@H](B(O)CC)CS(=O)(=O)O1.COC(=O)OC.COC(=O)OC
HOMO energy, eV: -8.09
LUMO, eV: -0.467
Multiplicity: 1
E, eV: -49072.7525
HOMO-LUMO gap, eV: 7.623

Each line ends with the Mulliken charge.
Element x y z (Å)
C -1.9840 -5.8275 -0.0179  -0.62
C -2.7402 -4.7389 -0.6924  -0.60
C -2.1371 -3.7962 -1.9359  1.93
C -3.2940 -2.6824 -2.2466  -0.84
C -2.8317 -1.1188 -2.1136  -0.77
C -0.7083 -3.2084 -1.4015  -1.51
C 0.2642 -2.5853 -2.5949  0.36
B 1.6296 -1.8453 -1.9606  0.48
O 2.9876 -2.4200 -2.0051  -0.61
C 1.4211 -0.3402 -1.2810  -0.19
C 1.1311 -0.4361 0.3457  -0.76
C 0.6805 -3.7289 -3.7384  -0.54
S -0.4715 -5.1781 -3.4579  1.12
O 0.1386 -6.1815 -2.4182  -0.60
O -0.5469 -5.9952 -4.8065  -0.70
O -2.0616 -4.6863 -3.1032  -0.47
H -1.6842 -5.7585 1.1272  0.23
H -1.6550 -6.8281 -0.5667  0.24
H -3.8605 -4.5727 -0.3434  0.17
H -3.6296 -2.8365 -3.3819  0.23
H -4.2959 -2.8283 -1.6193  0.33
H -2.3115 -0.8315 -1.1031  0.16
H -3.8351 -0.4725 -2.1493  0.37
H -2.2210 -0.7615 -3.0751  0.19
H -0.0291 -4.0214 -0.8500  0.47
H -0.8101 -2.3269 -0.6025  0.14
H -0.2738 -1.7274 -3.2152  -0.05
H 2.9857 -3.4213 -1.9790  0.30
H 2.3119 0.4042 -1.5453  0.25
H 0.4586 0.1422 -1.7777  0.11
H 0.0613 0.0366 0.5739  0.19
H 1.9128 0.2153 0.9314  0.11
H 1.1332 -1.5699 0.6413  0.32
H 0.4557 -3.2648 -4.8138  0.27
H 1.8190 -3.9983 -3.7278  0.28
C 0.6877 5.4576 -0.6827  -0.65
O 1.7625 5.5884 0.2457  -0.34
C 2.3330 4.4120 0.6086  0.82
O 2.0050 3.3040 0.2140  -0.51
O 3.3316 4.6818 1.4868  -0.32
C 4.0263 3.5287 1.9579  -0.60
H 0.3070 6.4589 -0.9024  0.23
H 1.0380 5.0096 -1.6183  0.32
H -0.1263 4.8670 -0.2502  0.28
H 4.5102 3.0037 1.1280  0.29
H 3.3458 2.8610 2.4960  0.26
H 4.8020 3.8619 2.6529  0.21
C 0.0320 5.9435 3.5795  -0.63
O -0.6016 4.6779 3.4026  -0.29
C -0.4988 3.8481 4.4712  0.75
O 0.0708 4.0987 5.5218  -0.54
O -1.1396 2.6909 4.1684  -0.29
C -1.1130 1.7158 5.2089  -0.63
H -0.1128 6.5247 2.6646  0.19
H -0.4243 6.4908 4.4108  0.34
H 1.1073 5.8177 3.7409  0.28
H -1.6151 2.0939 6.1054  0.29
H -0.0833 1.4210 5.4355  0.29
H -1.6543 0.8327 4.8585  0.22